15
Properties=species:S:1:pos:R:3 method="wB97M-V/def2-TZVPD" molar_mass_g_mol=156.31 spin_multiplicity=1 orbital_gap_ev=7.986 e_above_lowest_kcal_mol=48.7 lumo_energy_ha=-0.039
C 1.365 -1.009 0.867
O 3.336 -0.261 -0.487
O 1.345 1.237 -0.030
O -1.474 -0.015 0.184
Si -2.259 -0.754 -0.972
Si 0.089 2.126 0.373
S 1.907 -0.325 -0.650
H 0.225 -1.033 0.847
H 1.797 -2.083 0.893
H 1.543 -0.442 1.719
H -3.234 -1.653 -0.371
H -2.971 0.322 -1.557
H -1.273 -1.416 -1.849
H -0.251 2.922 -0.761
H -0.143 2.383 1.795



57
Properties=species:S:1:pos:R:3 method="wB97M-V/def2-TZVPD" molar_mass_g_mol=367.46 spin_multiplicity=1 orbital_gap_ev=8.518 e_above_lowest_kcal_mol=60.8 lumo_energy_ha=-0.036
N 2.081 2.411 2.207
C 1.397 3.787 2.337
P -0.162 3.707 1.235
S -1.897 3.019 2.291
O -3.137 3.671 1.563
O -2.121 1.459 2.201
F -1.915 3.421 3.971
H 1.395 1.767 2.706
H 2.097 2.104 1.199
H 2.133 4.669 2.047
H 1.085 3.877 3.475
H -0.462 5.105 0.916
C 0.023 -0.237 -2.571
C -0.145 1.221 -2.174
O 1.085 1.872 -1.868
C 2.051 1.927 -2.915
C 1.559 2.658 -4.153
H 0.528 -0.796 -1.773
H -0.952 -0.697 -2.760
H 0.624 -0.346 -3.476
H -0.759 1.268 -1.268
H -0.688 1.779 -2.943
H 2.397 0.918 -3.163
H 2.921 2.460 -2.513
H 0.694 2.165 -4.603
H 2.350 2.703 -4.908
H 1.258 3.680 -3.899
C -5.604 -3.064 1.521
C -4.089 -2.993 1.624
O -3.427 -3.169 0.374
C -3.731 -2.219 -0.645
C -3.391 -0.789 -0.260
H -5.914 -4.024 1.090
H -6.059 -2.958 2.511
H -6.007 -2.275 0.883
H -3.744 -3.799 2.278
H -3.769 -2.058 2.093
H -4.781 -2.310 -0.943
H -3.138 -2.499 -1.523
H -3.961 -0.453 0.609
H -3.610 -0.110 -1.089
H -2.329 -0.704 -0.007
C 4.241 -2.373 -0.818
C 4.527 -1.360 0.278
O 3.426 -0.497 0.554
C 2.223 -1.124 0.992
C 2.387 -1.914 2.280
H 3.952 -1.863 -1.746
H 5.128 -2.985 -1.014
H 3.425 -3.046 -0.549
H 5.354 -0.720 -0.043
H 4.859 -1.855 1.196
H 1.811 -1.749 0.194
H 1.494 -0.322 1.162
H 3.100 -2.735 2.168
H 1.429 -2.341 2.589
H 2.758 -1.267 3.082



14
Properties=species:S:1:pos:R:3 method="wB97M-V/def2-TZVPD" molar_mass_g_mol=110.12 spin_multiplicity=1 orbital_gap_ev=8.799 e_above_lowest_kcal_mol=111.6 lumo_energy_ha=0.037
C -1.471 -1.044 0.281
C -0.325 -1.662 -0.043
C -1.201 0.392 -0.073
C 1.185 1.400 -0.115
N 2.169 0.434 0.430
N 1.918 -0.749 0.209
N 0.691 -0.807 -0.394
N 0.133 0.452 -0.676
H -2.320 -1.467 0.696
H 0.056 -2.672 -0.054
H -1.791 0.611 -0.967
H -1.539 1.084 0.799
H 0.750 1.926 0.622
H 1.747 2.102 -0.715